[1]
Below is a single C4H8O2 molecule, with properties calculated with ωB97M-V with the def2-TZVPD basis set.

Atoms and positions in Å:
C1 -1.644 -0.168 -0.888
C2 -0.706 -0.877 0.094
O1 -0.229 -0.023 1.122
C3 0.743 0.877 0.661
C4 2.086 0.205 0.427
O2 3.018 0.749 -0.115
H1 -1.374 0.885 -1.002
H2 -2.682 -0.208 -0.546
H3 -1.591 -0.629 -1.880
H4 -1.235 -1.690 0.601
H5 0.150 -1.324 -0.436
H6 0.862 1.655 1.423
H7 0.444 1.385 -0.268
H8 2.158 -0.837 0.809

Summary:
- Multiplicity: 1
- Energy relative to the best compared isomer or geometry (same formula, charge and spin): 38.6 kcal/mol
- Net charge: 0

***

[2]
Below is a molecular structure, C4H8O2, with properties calculated with ωB97M-V with the def2-TZVPD basis set.

Atoms and positions in Å:
C1 1.298 -0.523 0.965
C2 0.602 0.388 -0.007
O1 1.533 1.276 -0.575
C3 -0.447 -0.133 -0.860
C4 -1.725 -0.507 -0.247
O2 -1.868 0.854 -0.187
H1 2.092 -1.089 0.470
H2 1.750 0.093 1.748
H3 0.599 -1.232 1.417
H4 -0.318 0.950 0.524
H5 1.046 1.875 -1.163
H6 -0.452 0.071 -1.922
H7 -1.662 -1.007 0.719
H8 -2.449 -1.015 -0.882

Summary:
- Multiplicity: 1
- Energy relative to the best compared isomer or geometry (same formula, charge and spin): 95.9 kcal/mol
- Net charge: 0

***

[3]
Below is a single C4H8O2 molecule, with properties calculated with ωB97M-V with the def2-TZVPD basis set.

Atoms and positions in Å:
C1 -1.238 -1.073 0.019
C2 -0.232 0.003 0.425
C3 1.245 -0.272 0.026
O1 1.794 0.932 -0.466
C4 -0.560 1.347 -0.217
O2 -1.340 1.492 -1.126
H1 -2.243 -0.643 0.064
H2 -1.214 -1.964 0.658
H3 -1.069 -1.398 -1.013
H4 -0.304 0.186 1.508
H5 1.870 -0.601 0.865
H6 1.296 -1.056 -0.743
H7 1.912 0.862 -1.415
H8 0.029 2.200 0.167

Summary:
- Multiplicity: 1
- Energy relative to the best compared isomer or geometry (same formula, charge and spin): 34.3 kcal/mol
- Net charge: 0

***

[4]
Below is 2 unconnected molecules or ions with the total composition C4H8O2, with properties calculated with ωB97M-V with the def2-TZVPD basis set.

Atoms and positions in Å:
O1 -0.791 -0.258 1.565
C1 0.370 -0.938 1.662
C2 0.800 -1.916 0.860
C3 0.039 1.200 -1.128
O2 -0.077 -0.128 -1.424
C4 -0.961 2.056 -1.304
H1 -1.228 -0.478 0.726
H2 0.961 -0.586 2.507
H3 0.178 -2.304 0.058
H4 1.761 -2.384 1.034
H5 1.006 1.509 -0.733
H6 0.701 -0.595 -1.083
H7 -1.917 1.719 -1.692
H8 -0.841 3.103 -1.049

Summary:
- Multiplicity: 1
- Energy relative to the best compared isomer or geometry (same formula, charge and spin): 52.9 kcal/mol
- Net charge: 0

***

[5]
Below is a single C4H8O2 molecule, with properties calculated with ωB97M-V with the def2-TZVPD basis set.

Atoms and positions in Å:
C1 -1.732 -0.740 -0.425
C2 -0.514 0.107 -0.835
O1 0.021 1.039 0.149
C3 1.488 0.974 0.324
C4 1.269 -0.122 1.300
O2 1.353 -1.290 1.000
H1 -2.575 -0.154 -0.045
H2 -1.481 -1.522 0.299
H3 -2.097 -1.260 -1.328
H4 0.266 -0.597 -1.145
H5 -0.791 0.744 -1.678
H6 1.988 1.868 0.752
H7 2.019 0.688 -0.592
H8 0.787 0.265 2.223

Summary:
- Multiplicity: 1
- Energy relative to the best compared isomer or geometry (same formula, charge and spin): 53.1 kcal/mol
- Net charge: 0

***

[6]
Below is a single C4H8O2 molecule, with properties calculated with ωB97M-V with the def2-TZVPD basis set.

Atoms and positions in Å:
C1 -1.308 -1.062 -0.110
C2 -0.732 0.209 -0.751
C3 0.395 0.825 0.115
O1 0.113 0.814 1.509
C4 1.739 0.117 -0.070
O2 2.472 0.012 0.890
H1 -2.172 -1.439 -0.671
H2 -1.628 -0.851 0.912
H3 -0.565 -1.868 -0.068
H4 -1.531 0.945 -0.885
H5 -0.381 -0.032 -1.771
H6 0.538 1.908 0.076
H7 1.012 0.724 1.875
H8 2.047 -0.302 -1.051

Summary:
- Multiplicity: 1
- Energy relative to the best compared isomer or geometry (same formula, charge and spin): 33.6 kcal/mol
- Net charge: 0

***

Question: Among the records above, which one has the highest energy relative to the best compared isomer or geometry (same formula, charge and spin)?
Answer: number 2

***

Question: Number 3 is which compound?
Answer: C4H8O2